DFT (ωB97M-V/def2-TZVPD) results for a cluster of 5 separate species, C16H36F6NO9P in total.

Last column: Mulliken charge in e.
CARTESIAN COORDINATES (ANGSTROEM)
N (0.50241, 2.67892, 0.21441)  -0.476
H (0.82358, 3.18682, -0.59736)  0.387
H (0.25622, 3.21569, 1.03378)  0.342
H (1.32702, 2.21246, 0.56445)  0.367
H (-0.22607, 2.03209, -0.05211)  0.364
C (-1.68319, 6.42541, 4.23239)  -0.198
O (-2.42098, 5.50905, 3.48894)  -0.137
O (-0.45971, 6.28942, 3.52588)  -0.884
C (-2.38524, 7.84281, 4.67403)  0.755
F (-1.44792, 8.74750, 5.17291)  -0.269
F (-3.02987, 8.46716, 3.56732)  -0.281
F (-3.34334, 7.61736, 5.61933)  -0.244
C (-3.76316, 5.35047, 3.92730)  -0.177
C (-4.36324, 4.31511, 3.01142)  -1.323
H (-5.42039, 4.33271, 3.27642)  0.406
H (-4.42276, 4.64578, 1.97449)  0.309
H (-4.09225, 3.26161, 3.08067)  0.317
H (-4.32061, 6.27517, 3.77797)  0.232
H (-3.97515, 5.11267, 4.96970)  0.314
H (-1.43282, 5.79576, 5.08618)  0.186
C (4.54466, -1.10550, 2.52074)  -0.010
O (3.25212, -1.43867, 3.06260)  -0.218
O (4.69521, 0.30638, 2.58372)  -0.879
C (5.77229, -2.05905, 2.88684)  0.742
F (6.41844, -1.69153, 4.04933)  -0.288
F (5.31987, -3.34282, 3.13319)  -0.290
F (6.59005, -1.95355, 1.92314)  -0.225
C (3.04863, -1.73496, 4.34691)  -0.137
C (1.66877, -1.16415, 4.69700)  -1.200
H (1.57179, -1.05132, 5.77680)  0.354
H (1.66042, -0.14636, 4.30697)  0.290
H (0.84097, -1.60503, 4.14160)  0.278
H (3.81996, -1.34735, 5.01240)  0.322
H (3.01811, -2.82037, 4.44209)  0.197
H (4.48710, -1.42836, 1.48124)  0.069
C (0.93639, 7.58150, -4.85381)  -0.991
C (2.42057, 7.74438, -4.39357)  -0.274
O (2.64240, 6.74004, -3.45870)  -0.904
H (0.64235, 8.02564, -5.80480)  0.370
H (0.28491, 8.01976, -4.09776)  0.214
H (0.73358, 6.53139, -5.06414)  0.251
H (2.72961, 8.68595, -3.93965)  0.200
H (2.96379, 7.72784, -5.33842)  0.138
C (0.48096, -6.56044, -0.09593)  -0.979
C (-1.03487, -6.44589, -0.38037)  -0.194
O (-1.53678, -5.15266, -0.73081)  -0.316
P (-1.39853, -4.58261, -2.24368)  0.828
O (-1.34588, -3.06994, -2.42294)  -0.736
O (-0.26692, -5.46378, -3.02216)  -0.242
C (0.75546, -4.71899, -3.57978)  -0.341
C (0.58919, -4.83167, -5.08855)  -1.072
O (-2.65185, -5.22875, -3.01190)  -0.259
C (-3.24034, -4.80222, -4.14023)  -0.387
C (-3.33701, -6.05238, -5.01651)  -1.123
H (1.13431, -6.31143, -0.93213)  0.207
H (0.75218, -6.25512, 0.91467)  0.317
H (0.78527, -7.60551, -0.03813)  0.354
H (-1.32911, -7.14414, -1.16394)  0.245
H (-1.52943, -6.84730, 0.50415)  0.364
H (0.81504, -3.67722, -3.26471)  0.414
H (1.75321, -5.07557, -3.32395)  0.342
H (0.84283, -5.80352, -5.51196)  0.296
H (-0.43958, -4.66196, -5.40624)  0.172
H (1.31405, -4.20937, -5.61336)  0.389
H (-4.23314, -4.45103, -3.85896)  0.363
H (-2.71694, -3.99405, -4.65113)  0.373
H (-4.09333, -6.71534, -4.59632)  0.340
H (-3.80208, -5.57486, -5.87894)  0.354
H (-2.45091, -6.55212, -5.40790)  0.291

Calculated values
* net charge: -2
* Kohn-Sham gap: 0.1311 hartree
* calculated total energy: -62681.37345 eV
* HOMO level: -0.89 eV
* lowest unoccupied orbital energy: 2.67 eV